# 1
C26H44Cl26N2O2S2 | wB97M-V/def2-TZVPD

Geometry as XYZ:
```
102
Properties=species:S:1:pos:R:3:forces:R:3
C -0.159174 4.522684 0.392700 -0.62 -0.59 0.76
C -0.431330 3.529292 1.557577 0.61 0.39 -0.86
C 0.805707 2.633880 1.814962 -1.18 -0.12 0.46
C 0.401294 1.141510 1.941731 0.13 0.56 0.04
C 0.803836 0.293069 0.718581 0.48 -0.26 1.18
C 1.855455 -0.767875 1.118893 0.11 0.75 -0.19
C 2.712700 -1.123366 -0.066096 -0.70 -0.64 0.21
C 3.978798 -0.642823 -0.125246 0.32 0.04 0.33
C 4.811997 -0.887420 -1.243826 -0.39 -0.48 0.83
N 6.050363 -0.446716 -1.446669 0.29 -0.30 -0.30
S 6.459157 -1.014689 -2.902641 0.13 0.13 0.16
N 5.154120 -1.828133 -3.301446 -0.05 -0.19 -0.22
C 4.290508 -1.677656 -2.292420 0.51 -0.28 -0.02
C 2.986169 -2.196022 -2.226415 -0.13 -0.53 -0.92
C 2.208153 -1.928809 -1.154480 0.08 0.69 0.67
S 0.572008 -2.625562 -1.300689 0.54 -2.93 -0.17
C -0.204317 -2.964090 0.248244 -0.23 0.34 0.51
O -0.270223 -1.784764 -2.112858 -3.74 -10.93 5.83
O 0.753617 -3.920508 -1.919481 0.38 -0.08 0.42
H -0.594673 4.093692 -0.507138 0.11 0.18 -0.31
H -0.647200 5.469455 0.606571 0.11 0.24 -0.25
H 0.908301 4.644386 0.241984 0.08 0.32 -0.06
H -0.723785 4.065292 2.457633 0.14 0.02 0.11
H -1.292899 2.932405 1.268450 0.16 -0.05 0.22
H 1.549957 2.781454 1.035082 -0.28 -0.03 0.25
H 1.235415 2.985419 2.751599 0.34 -0.10 0.04
H 0.836446 0.781597 2.874079 0.08 -0.48 -0.08
H -0.676445 1.108194 2.078127 -0.11 -0.09 0.08
H -0.075348 -0.157916 0.266501 -0.02 0.14 -0.35
H 1.323132 0.937852 0.021823 -0.46 -0.07 -0.35
H 2.494885 -0.261948 1.837724 0.09 -0.20 0.03
H 1.433205 -1.619084 1.644983 -0.01 -0.16 -0.05
H 4.338902 -0.056757 0.705980 0.18 0.07 0.01
H 2.640337 -2.789183 -3.061297 -0.08 -0.11 0.01
H -0.414024 -2.084484 0.843362 0.05 0.18 -0.09
H -1.156268 -3.409927 -0.027186 -0.02 -0.12 -0.29
H 0.364905 -3.682888 0.829279 0.26 -0.03 -0.17
C -2.500244 5.468094 5.126897 0.05 0.09 -0.01
Cl -0.813886 5.177583 5.587109 -0.01 -0.04 0.04
Cl -2.639433 6.001661 3.447980 -0.03 0.00 0.05
H -3.056177 4.545285 5.244670 0.06 -0.04 -0.04
H -2.911813 6.237630 5.771645 0.30 -0.12 -0.20
C 1.656958 -5.676226 -4.461756 -0.07 0.11 -0.07
Cl 3.395113 -5.948718 -4.245850 0.00 -0.02 0.08
Cl 1.288886 -5.077382 -6.086378 -0.02 0.00 0.03
H 1.137925 -6.612070 -4.312896 0.04 -0.06 -0.11
H 1.325518 -4.945341 -3.734898 0.06 0.01 -0.04
C 0.203811 -0.067007 -3.131021 1.70 5.92 -3.74
Cl -0.846695 -0.132554 -4.553743 -0.05 0.02 -0.24
Cl 0.042430 1.478541 -2.281841 0.10 0.81 -0.04
H -0.067018 -0.868451 -2.453524 0.98 6.27 -2.01
H 1.233285 -0.177789 -3.449724 0.19 0.32 -0.33
C -1.115138 4.055973 -4.397683 0.01 -0.03 0.04
Cl -2.171674 3.982042 -5.818986 -0.06 -0.08 0.00
Cl -1.275071 5.598476 -3.551604 0.04 0.01 0.08
H -1.385665 3.256202 -3.721231 -0.07 -0.01 -0.04
H -0.085840 3.938581 -4.718941 -0.01 0.04 -0.03
C -4.241458 1.082175 0.697704 -0.07 0.08 -0.12
Cl -2.989569 1.947641 -0.196807 -0.22 -0.18 -0.21
Cl -3.641045 0.473446 2.248219 -0.02 -0.04 0.04
H -5.064743 1.760497 0.887201 0.05 0.04 0.07
H -4.575602 0.241318 0.101952 0.08 -0.04 0.01
C 4.415321 2.165916 -1.647709 -0.06 0.21 0.03
Cl 3.217905 2.466557 -0.380778 0.57 0.31 -0.28
Cl 3.757534 1.084009 -2.881175 -0.28 0.97 -0.59
H 4.679380 3.111548 -2.106252 -0.11 0.00 -0.08
H 5.291948 1.699920 -1.210310 -0.08 -0.05 0.02
C 0.445209 5.807901 -7.453097 -0.02 -0.03 0.00
Cl 0.004785 7.359991 -6.733970 -0.04 -0.01 -0.04
Cl 2.169491 5.458053 -7.253334 0.00 -0.05 -0.02
H -0.126066 5.025408 -6.968084 0.04 0.07 0.01
H 0.216727 5.837127 -8.511685 0.07 0.06 -0.01
C -5.083485 7.815561 0.711612 0.02 0.00 -0.07
Cl -4.764433 9.065638 1.919277 0.01 0.03 -0.03
Cl -5.535221 6.278685 1.459979 -0.08 -0.03 -0.10
H -5.897623 8.144767 0.077573 -0.05 0.00 0.07
H -4.186152 7.663055 0.123531 0.04 -0.03 0.07
C 4.115152 2.383956 4.520233 -0.01 0.09 0.08
Cl 4.374996 4.014122 3.897027 -0.01 -0.01 0.03
Cl 3.989174 1.196582 3.212768 0.08 0.02 0.13
H 4.951296 2.113206 5.153499 0.05 -0.01 -0.07
H 3.191340 2.370262 5.086915 -0.05 0.01 -0.09
C -4.665791 6.106380 8.855864 -0.01 -0.02 0.08
Cl -2.984071 5.789315 9.292457 -0.01 -0.02 0.02
Cl -4.813195 6.633676 7.173487 -0.38 0.11 0.19
H -5.236903 5.194742 8.983013 0.04 -0.03 -0.07
H -5.053511 6.887545 9.498335 0.06 0.06 -0.04
C 0.986166 -8.909121 -2.272018 0.12 -0.08 0.07
Cl -0.105440 -8.908622 -3.664646 -0.03 -0.05 0.04
Cl 1.113057 -7.309318 -1.525599 0.01 -0.03 0.01
H 0.604967 -9.608974 -1.536468 -0.03 0.02 0.00
H 1.971981 -9.215534 -2.601350 0.00 0.08 -0.07
C -1.874451 -8.922547 -0.285957 -0.05 0.05 -0.07
Cl -3.210285 -7.835896 0.099947 0.02 0.03 -0.04
Cl -1.699318 -10.201916 0.927281 0.18 0.01 -0.11
H -2.063470 -9.379993 -1.250612 -0.09 -0.04 0.04
H -0.956118 -8.348296 -0.315736 -0.07 0.05 0.13
C -3.316327 -12.552344 3.061259 -0.02 0.02 -0.04
Cl -1.836064 -13.186430 3.792319 0.03 -0.01 -0.05
Cl -4.504147 -12.083676 4.283148 -0.03 0.01 -0.04
H -3.061370 -11.679670 2.472439 -0.07 -0.03 0.12
H -3.749521 -13.320755 2.432348 0.00 -0.05 0.07
```
Forces are in eV/Å.



# 2
C25H44NPbSSbSi3Te | wB97M-V/def2-TZVPD

Geometry as XYZ:
```
77
Properties=species:S:1:pos:R:3:forces:R:3
Pb -0.824582 0.501928 -0.934334 0.10 0.07 0.06
C -3.439812 4.355711 -0.195120 -0.02 0.00 0.03
C -3.093042 2.992148 0.328915 -0.02 -0.02 -0.03
C -2.047784 2.828650 1.236187 0.01 0.04 0.03
C -1.739922 1.583068 1.774961 0.07 -0.05 -0.04
C -0.718968 1.428381 2.862827 -0.01 0.03 -0.01
C -2.463205 0.466307 1.326118 -0.13 -0.03 0.00
C -3.543147 0.607430 0.438771 0.00 0.00 0.02
C -4.340538 -0.587585 -0.002614 0.00 0.01 -0.01
C -3.840880 1.875443 -0.045880 0.05 -0.01 -0.05
H -4.270296 4.772505 0.377746 -0.01 0.01 0.00
H -3.752363 4.317176 -1.237765 0.00 0.00 -0.01
H -2.598522 5.042106 -0.100161 0.01 0.00 0.00
H -1.490290 3.698875 1.566019 0.00 0.00 0.00
H -1.226141 1.300468 3.821063 0.01 0.01 0.01
H -0.079181 2.305323 2.935819 0.00 0.01 0.01
H -0.091508 0.552906 2.703303 0.02 -0.05 0.00
H -2.257346 -0.506843 1.758519 0.01 -0.02 0.05
H -4.179551 -0.795025 -1.063814 -0.01 0.00 -0.01
H -5.407382 -0.404946 0.122539 -0.01 0.00 0.01
H -4.080308 -1.478991 0.566179 0.00 -0.01 0.01
H -4.668996 1.997759 -0.734789 -0.01 0.01 0.00
S 0.323172 5.714452 -1.971776 0.00 -0.02 0.02
C 0.858565 4.115565 -1.862339 -0.01 0.03 -0.01
N 1.153204 3.703124 -0.654641 -0.01 -0.03 0.03
C 0.969516 4.702539 0.305994 0.00 0.07 0.00
C 1.223434 4.613229 1.673234 0.04 -0.01 0.02
C 0.966256 5.721935 2.448792 0.00 0.01 -0.01
C 0.465910 6.906334 1.886470 -0.01 -0.01 -0.01
C 0.229128 7.008266 0.533283 0.00 0.02 0.02
C 0.492789 5.888402 -0.254177 0.00 -0.04 -0.03
H 0.954768 3.477292 -2.727657 0.02 -0.01 -0.01
H 1.630524 3.707109 2.100723 0.00 -0.01 0.00
H 1.162524 5.684723 3.511308 0.00 0.00 0.01
H 0.275603 7.757594 2.524878 0.00 0.01 0.00
H -0.138551 7.925822 0.095270 0.00 0.01 0.00
Te 1.742140 1.706859 -0.211419 -0.10 -0.04 -0.08
C 0.051616 -5.517585 -0.246832 0.00 -0.01 0.04
Si -0.904515 -3.929698 -0.120181 0.02 0.01 0.03
C -1.680924 -3.735323 1.560476 0.00 -0.03 0.00
C -2.132936 -3.731509 -1.507374 0.02 -0.02 -0.01
Sb 0.763812 -1.972503 -0.425258 0.03 0.05 -0.08
Si 1.576765 -2.150348 -2.888461 0.00 0.03 0.05
C 3.210752 -1.276007 -3.042654 0.00 -0.02 0.00
C 0.258269 -1.243577 -3.860552 0.00 0.00 -0.01
C 1.673405 -3.941070 -3.374717 0.00 0.00 0.01
Si 2.733665 -2.153511 1.265050 -0.02 0.01 -0.01
C 2.260169 -1.186799 2.782913 0.01 -0.03 0.01
C 2.901783 -3.968360 1.626089 0.01 0.01 0.05
C 4.253317 -1.460891 0.444109 0.02 -0.04 0.04
H -0.658431 -6.348694 -0.214552 0.00 -0.02 0.00
H 0.743501 -5.644146 0.586577 -0.02 0.00 -0.02
H 0.613902 -5.600548 -1.175419 0.01 0.01 -0.04
H -2.370183 -4.567233 1.727928 -0.01 -0.01 0.02
H -2.252732 -2.812868 1.658475 -0.01 0.03 -0.01
H -0.934254 -3.763295 2.355703 0.01 0.00 0.01
H -2.917682 -4.485566 -1.405416 -0.01 -0.01 -0.01
H -1.661795 -3.878977 -2.480753 -0.01 0.00 -0.01
H -2.616309 -2.753474 -1.502733 -0.01 0.03 0.01
H 3.186726 -0.270848 -2.618381 -0.01 0.01 0.00
H 3.457011 -1.184914 -4.103950 0.01 0.00 -0.01
H 4.018244 -1.830254 -2.565968 0.01 -0.01 0.00
H 0.304586 -0.162222 -3.697929 0.02 0.02 0.01
H -0.751732 -1.591987 -3.636604 -0.02 -0.03 -0.01
H 0.427754 -1.401943 -4.928777 -0.01 0.01 -0.02
H 2.356989 -4.501260 -2.735555 0.02 0.00 0.01
H 2.048562 -4.009146 -4.399095 0.01 0.00 -0.01
H 0.698723 -4.428891 -3.349239 -0.03 -0.01 0.01
H 1.302621 -1.504471 3.197973 -0.01 -0.02 0.00
H 2.220316 -0.114709 2.589285 -0.01 0.05 -0.02
H 3.023155 -1.354511 3.548252 0.00 0.00 0.01
H 2.027209 -4.365963 2.143549 0.01 0.01 0.00
H 3.763246 -4.102194 2.286591 0.00 -0.03 0.01
H 3.076722 -4.562735 0.729252 0.01 0.00 -0.03
H 4.116723 -0.465254 0.021105 -0.02 0.02 0.00
H 4.614896 -2.120620 -0.344458 0.00 0.00 -0.02
H 5.041855 -1.392107 1.199085 0.01 0.00 0.00
```
Forces are in eV/Å.

Its total charge is +2. The energy relative to the best compared isomer or geometry (same formula, charge and spin) comes out at 0.653 eV.



# 3
C5H6ClNO3S | wB97M-V/def2-TZVPD

Geometry as XYZ:
```
17
Properties=species:S:1:pos:R:3:forces:R:3
C 0.952056 0.982543 0.167543 0.28 -1.47 0.95
C 0.024939 -0.112385 0.045511 0.49 0.39 -0.60
C 0.087371 1.997829 -0.146746 2.48 -1.25 0.24
C 2.404737 0.997586 0.698086 -0.73 0.85 1.58
C 0.285702 -1.525973 -0.375574 0.34 -1.82 -1.02
N -1.192664 0.411665 0.130348 -0.56 -1.16 0.44
O -0.320945 2.859162 -0.739321 -1.40 2.69 -0.81
O -2.442999 -1.066788 -1.594683 0.45 0.47 1.50
O -3.654220 0.443314 -0.127932 -0.59 1.35 0.23
S -2.528995 -0.378185 -0.313752 -0.66 -1.03 -2.19
Cl -2.822051 -1.765718 1.141745 0.50 -0.50 0.21
H 2.429923 0.503311 1.716588 -0.24 0.45 -1.03
H 2.745898 2.080668 0.948808 -0.33 -1.95 -1.06
H 3.069313 0.376165 0.084993 0.00 0.75 -0.14
H -0.444114 -1.791881 -1.224324 0.71 0.41 1.61
H 0.129585 -2.260682 0.489829 0.18 1.04 -1.23
H 1.276458 -1.750639 -0.901113 -0.95 0.77 1.32
```
Forces are in eV/Å.

The energy relative to the best compared isomer or geometry (same formula, charge and spin) comes out at 0.747 eV. Its SMILES is CC(=C=O)/C(C)=N/S(=O)(=O)Cl.



Number 1: largest force on an atom 12.94 eV/Å, total energy -381999.5013 eV. Number 2: largest force on an atom 0.14 eV/Å, total energy -81666.7984 eV. Number 3: largest force on an atom 3.14 eV/Å, total energy -36269.7292 eV.